No. 1
Molecular formula: C11H15N2OS
Method: DFT, wB97M-V/def2-TZVPD

Output
relative energy (zero: lowest compared OMol25 entry of this formula, charge and spin): 30.40 kcal/mol
total charge: +1
HOMO level: -11.913 eV
orbital gap: 7.3 eV

Cartesian coordinates (Å):
1 C -2.913 1.570 -0.848
2 C -3.079 1.926 -2.220
3 C -1.617 1.285 -0.476
4 C -1.026 1.175 0.925
5 C 0.659 -1.610 2.728
6 C -0.025 0.102 1.208
7 C 2.001 -1.175 0.772
8 C -4.306 2.227 -2.901
9 C 4.058 -2.631 0.419
10 C 1.357 0.160 0.609
11 C 3.079 -1.648 -0.226
12 N -1.930 1.978 -2.832
13 N -0.262 -0.641 2.196
14 O 1.727 -1.981 1.716
15 S -0.670 1.713 -1.882
16 H -3.742 1.543 -0.150
17 H -0.570 2.053 1.177
18 H -1.872 0.914 1.607
19 H 1.204 -1.212 3.470
20 H -0.019 -2.440 3.122
21 H -5.187 2.276 -2.211
22 H -4.372 3.177 -3.557
23 H -4.496 1.401 -3.522
24 H 4.025 -2.457 1.444
25 H 5.017 -2.529 -0.151
26 H 3.635 -3.634 0.336
27 H 1.978 0.758 1.349
28 H 1.481 0.459 -0.498
29 H 2.339 -2.025 -0.970
30 H 3.525 -0.732 -0.632



No. 2
Molecular formula: C34H48GeN6O7SScSe4Si3
Method: DFT, wB97M-V/def2-TZVPD

Output
relative energy (zero: lowest compared OMol25 entry of this formula, charge and spin): 9.00 kcal/mol
total charge: -2
HOMO level (spin up / spin down): -2.861 / -2.846 eV
spin multiplicity: 2
orbital gap (spin up / spin down): 6.2 / 4.8 eV
⟨S²⟩: 0.76

Cartesian coordinates (Å):
1 Sc 0.723 -0.341 0.546
2 O -2.162 2.292 -1.276
3 C -2.562 1.615 -2.383
4 C -3.381 2.276 -3.296
5 C -3.802 1.635 -4.445
6 C -3.416 0.323 -4.704
7 C -2.601 -0.334 -3.801
8 C -2.163 0.290 -2.635
9 C -1.244 -0.404 -1.702
10 O -0.996 0.201 -0.570
11 N -0.702 -1.531 -2.029
12 N 0.173 -1.926 -1.007
13 C 0.497 -3.169 -1.062
14 C 1.303 -3.868 -0.098
15 C 1.633 -5.210 -0.349
16 C 2.359 -5.947 0.555
17 C 2.766 -5.340 1.751
18 C 2.454 -4.032 2.027
19 C 1.716 -3.257 1.109
20 O 1.403 -2.025 1.388
21 H -1.685 1.600 -0.720
22 H -3.674 3.295 -3.075
23 H -4.438 2.161 -5.146
24 H -3.744 -0.177 -5.606
25 H -2.270 -1.349 -3.981
26 H 0.101 -3.745 -1.899
27 H 1.304 -5.656 -1.281
28 H 2.616 -6.978 0.347
29 H 3.346 -5.909 2.468
30 H 2.788 -3.549 2.936
31 Se 2.697 0.553 3.042
32 Se 4.149 1.900 4.065
33 Se 4.992 -1.416 0.857
34 Se 3.520 0.332 0.783
35 C -2.048 3.139 2.505
36 Si -1.728 1.762 3.773
37 C -0.357 2.386 4.922
38 C -3.307 1.716 4.821
39 Ge -1.100 -0.274 2.718
40 Si -0.694 -1.810 4.496
41 C 1.052 -1.743 5.212
42 C -0.945 -3.583 3.883
43 C -1.819 -1.587 6.009
44 Si -3.189 -1.107 1.905
45 C -4.382 -1.718 3.249
46 C -2.948 -2.586 0.754
47 C -4.155 0.181 0.905
48 H -1.889 4.124 2.955
49 H -3.076 3.104 2.138
50 H -1.392 3.049 1.639
51 H -0.533 3.431 5.198
52 H 0.630 2.314 4.460
53 H -0.327 1.798 5.843
54 H -3.481 2.694 5.284
55 H -3.256 0.968 5.613
56 H -4.174 1.486 4.196
57 H 1.797 -2.018 4.463
58 H 1.126 -2.449 6.046
59 H 1.309 -0.749 5.587
60 H -0.439 -3.742 2.928
61 H -2.005 -3.812 3.747
62 H -0.535 -4.298 4.603
63 H -1.617 -0.631 6.498
64 H -1.618 -2.381 6.737
65 H -2.880 -1.618 5.752
66 H -3.956 -2.558 3.802
67 H -5.312 -2.060 2.783
68 H -4.631 -0.936 3.970
69 H -2.499 -3.432 1.279
70 H -2.301 -2.333 -0.088
71 H -3.913 -2.908 0.349
72 H -4.082 1.187 1.323
73 H -5.214 -0.093 0.864
74 H -3.786 0.225 -0.122
75 C 2.103 3.801 1.256
76 C 0.988 3.126 0.515
77 N 0.158 3.903 -0.199
78 O 0.818 1.908 0.565
79 H 2.290 4.809 0.889
80 H 3.006 3.200 1.176
81 H 1.831 3.845 2.313
82 H 0.268 4.900 -0.192
83 H -0.653 3.496 -0.653
84 O 6.749 1.628 -8.771
85 S 5.904 0.609 -8.177
86 O 6.507 -0.119 -7.080
87 O 5.172 -0.210 -9.131
88 C 4.546 1.560 -7.406
89 N 4.064 2.587 -8.109
90 C 3.051 3.242 -7.567
91 C 2.503 2.907 -6.342
92 C 3.068 1.819 -5.689
93 N 4.086 1.152 -6.228
94 C 2.579 1.346 -4.362
95 C 1.491 1.933 -3.723
96 C 1.085 1.453 -2.494
97 N 1.676 0.439 -1.866
98 C 2.720 -0.129 -2.478
99 C 3.202 0.286 -3.710
100 H 2.656 4.079 -8.137
101 H 1.678 3.473 -5.935
102 H 0.943 2.754 -4.163
103 H 0.239 1.900 -1.989
104 H 3.194 -0.954 -1.955
105 H 4.053 -0.199 -4.169



No. 3
Molecular formula: C3H14O3S
Method: DFT, wB97M-V/def2-TZVPD

Output
relative energy (zero: lowest compared OMol25 entry of this formula, charge and spin): 25.06 kcal/mol
total charge: 0
HOMO level: -8.136 eV
orbital gap: 8.7 eV
SMILES string: CCSC.O.O.O

Cartesian coordinates (Å):
1 C 2.119 0.705 -1.288
2 C 1.034 0.225 -0.357
3 S -0.280 -0.591 -1.369
4 C -1.906 -0.138 -0.567
5 H 2.746 1.489 -0.845
6 H 2.779 -0.048 -1.713
7 H 1.706 1.255 -2.141
8 H 1.452 -0.520 0.312
9 H 0.499 0.953 0.250
10 H -1.871 0.940 -0.492
11 H -1.809 -0.504 0.460
12 H -2.687 -0.693 -1.057
13 O -2.208 1.610 -3.000
14 H -1.257 1.562 -3.132
15 H -2.518 1.654 -3.903
16 O 2.459 0.093 2.558
17 H 2.523 -0.862 2.564
18 H 3.355 0.325 2.846
19 O -1.830 -2.826 3.650
20 H -1.572 -1.913 3.839
21 H -2.733 -2.714 3.384



No. 4
Molecular formula: C20H55BNO8
Method: DFT, wB97M-V/def2-TZVPD

Output
total charge: -1
HOMO level: -2.174 eV
orbital gap: 4.3 eV

Cartesian coordinates (Å):
1 C -5.569 1.853 2.278
2 C -6.379 0.550 2.312
3 O -5.580 -0.554 2.649
4 B -4.804 -1.186 1.626
5 N -3.707 -1.989 1.950
6 O -5.209 -0.924 0.269
7 H -6.040 2.570 1.601
8 H -5.528 2.306 3.269
9 H -4.552 1.653 1.945
10 H -7.159 0.647 3.076
11 H -6.891 0.411 1.355
12 H -4.034 -2.896 2.276
13 H -4.957 -0.052 -0.055
14 C -1.794 0.506 -0.714
15 C -2.416 1.483 -1.693
16 C -1.412 2.510 -2.195
17 O -3.540 2.143 -1.094
18 H -1.409 1.019 0.170
19 H -2.527 -0.224 -0.364
20 H -0.968 -0.037 -1.175
21 H -2.825 0.937 -2.546
22 H -1.023 3.096 -1.356
23 H -1.883 3.199 -2.898
24 H -0.570 2.024 -2.692
25 H -3.214 2.621 -0.324
26 C -5.831 -0.416 -6.368
27 C -5.118 0.035 -5.102
28 C -5.999 0.924 -4.242
29 O -3.900 0.704 -5.432
30 H -6.105 0.451 -6.977
31 H -5.182 -1.055 -6.967
32 H -6.743 -0.967 -6.132
33 H -4.816 -0.841 -4.526
34 H -6.269 1.832 -4.790
35 H -5.472 1.224 -3.336
36 H -6.918 0.412 -3.952
37 H -4.127 1.493 -5.935
38 C 1.413 -2.395 2.025
39 C 0.832 -1.025 2.346
40 C 0.494 -0.888 3.824
41 O -0.322 -0.791 1.552
42 H 0.691 -3.180 2.264
43 H 1.631 -2.467 0.961
44 H 2.331 -2.591 2.587
45 H 1.547 -0.250 2.063
46 H -0.264 -1.625 4.102
47 H 0.078 0.099 4.027
48 H 1.376 -1.031 4.449
49 H -1.011 -1.440 1.783
50 C 1.968 -4.122 -3.037
51 C 1.338 -4.962 -1.935
52 C 0.050 -5.626 -2.400
53 O 1.107 -4.176 -0.773
54 H 1.287 -3.321 -3.335
55 H 2.891 -3.662 -2.684
56 H 2.192 -4.726 -3.918
57 H 2.047 -5.730 -1.617
58 H -0.686 -4.868 -2.679
59 H -0.380 -6.225 -1.598
60 H 0.225 -6.269 -3.265
61 H 0.474 -3.482 -0.997
62 C 5.118 -1.410 4.088
63 C 4.546 -0.377 3.129
64 C 5.611 0.586 2.631
65 O 3.474 0.334 3.743
66 H 5.537 -0.915 4.970
67 H 4.335 -2.090 4.425
68 H 5.909 -1.994 3.616
69 H 4.092 -0.888 2.278
70 H 6.044 1.144 3.467
71 H 5.173 1.307 1.940
72 H 6.419 0.063 2.117
73 H 3.824 0.806 4.506
74 C 5.682 4.013 0.080
75 C 6.589 3.969 1.299
76 C 7.020 5.360 1.737
77 O 7.731 3.149 1.044
78 H 6.207 4.464 -0.767
79 H 5.383 3.006 -0.210
80 H 4.783 4.598 0.276
81 H 6.064 3.478 2.119
82 H 7.585 5.850 0.940
83 H 7.663 5.301 2.616
84 H 6.157 5.983 1.977
85 H 8.220 3.550 0.318